Entry 1:
16
Properties=species:S:1:pos:R:3:forces:R:3 method="wB97M-V/def2-TZVPD" e_above_lowest_kcal_mol=105.65 energy_ev=-8864.63141 e_homo_ev=-7.21 total_charge=0
C 1.20719 0.36473 1.36577 0.015 -0.033 -2.311
C -1.42587 -0.76647 -1.94086 -0.362 0.161 0.129
C 0.43585 0.38505 -0.62920 3.148 1.031 3.176
C -0.57707 -0.55018 -0.71777 -1.662 -1.581 1.008
N 1.59151 1.70439 1.50069 0.454 0.584 0.264
C -0.80578 -1.13071 0.53660 -0.774 0.059 -2.118
O 0.88259 1.35169 -1.17996 -0.869 -0.578 -0.261
H 0.83990 2.31129 1.80377 0.051 -0.138 -0.066
H 1.99957 2.09041 0.65315 -0.128 -0.146 0.097
H 0.67678 0.00822 2.23894 -0.405 0.115 -0.167
H 2.02865 -0.31280 1.14718 0.227 0.101 0.159
H -1.25303 -0.00297 -2.70181 0.026 -0.017 0.139
H -2.48178 -0.73587 -1.65186 0.026 -0.043 -0.087
H -1.24323 -1.74784 -2.38948 0.041 0.130 0.095
H -1.82958 -1.37392 0.82169 0.030 -0.531 -0.340
H -0.04570 -1.59501 1.14315 0.182 0.888 0.282


Entry 2:
42
Properties=species:S:1:pos:R:3:forces:R:3 method="wB97M-V/def2-TZVPD" energy_ev=-24756.74587 e_homo_ev=-3.92 total_charge=-1
B 2.01410 -2.22216 -0.74277 -0.579 0.930 -0.125
C 0.67953 -1.23390 -0.50397 -0.351 -0.277 0.138
C -0.39747 -2.06969 0.36686 -1.195 1.638 -1.190
C -1.59899 -2.45828 -0.64622 0.578 -3.340 1.240
O -1.82712 -3.68329 -0.78617 -0.120 4.066 -0.408
O -2.34649 -1.50089 -1.39336 1.260 -0.411 1.733
H 2.97899 -1.54756 -0.53529 0.906 0.378 -0.058
H 2.03895 -3.13960 0.02823 -0.079 -0.517 0.360
H 1.98609 -2.59948 -1.88399 0.192 -0.394 -0.573
H 0.21835 -0.96395 -1.52522 0.561 -0.213 1.518
H 0.97637 -0.25206 0.00112 -0.690 -1.261 -0.478
H 0.00216 -3.02244 0.82389 -0.581 1.176 -0.969
H -0.74567 -1.40530 1.22414 -0.058 -0.854 -1.084
H -2.11366 -0.61837 -1.01210 0.129 -0.925 -0.411
O -0.84385 1.80478 -1.40893 0.040 0.036 -0.531
C -1.31350 1.75010 -2.51553 -0.060 0.153 0.380
O -0.51437 1.60912 -3.59034 0.404 -0.174 0.040
C -0.98750 1.32627 -4.91180 -0.047 0.075 -0.055
C -1.35796 2.60037 -5.64286 -0.087 0.204 0.021
C -2.79075 1.93323 -2.73099 -0.504 -0.523 -0.067
H -1.80365 0.60085 -4.89071 -0.004 0.085 0.077
H -0.15859 0.84093 -5.43268 0.018 0.031 0.289
H -2.17756 3.12455 -5.14760 -0.039 -0.081 -0.055
H -1.65922 2.38069 -6.67024 0.028 0.001 0.059
H -0.50880 3.28815 -5.66519 -0.007 -0.134 -0.033
H -3.01439 2.99916 -2.80255 0.023 -0.064 -0.019
H -3.31812 1.51330 -1.87240 0.133 0.224 0.006
H -3.17497 1.41418 -3.60731 0.022 0.181 -0.087
O 0.95722 -2.21469 2.90558 -0.017 0.699 0.772
C 1.17524 -1.37243 3.73584 0.290 -0.731 -0.559
O 0.64593 -0.13717 3.60028 -0.543 0.267 -0.091
C 0.67347 0.86552 4.62064 0.165 -0.002 -0.113
C 1.96010 1.66280 4.56651 0.216 0.031 -0.014
C 2.11160 -1.63916 4.88200 -0.139 -0.197 0.655
H 0.48940 0.43033 5.60601 0.100 -0.050 -0.025
H -0.16988 1.53001 4.41550 0.022 -0.212 -0.147
H 2.83144 1.03317 4.75497 -0.058 0.015 0.075
H 1.94691 2.46569 5.30837 -0.014 -0.037 -0.035
H 2.09466 2.10239 3.57525 -0.113 -0.031 0.082
H 3.13596 -1.43955 4.56291 -0.077 0.006 0.011
H 2.02177 -2.69059 5.16091 0.117 0.074 -0.266
H 1.88429 -1.06498 5.77921 0.159 0.162 -0.063


Entry 3:
17
Properties=species:S:1:pos:R:3:forces:R:3 method="wB97M-V/def2-TZVPD" e_above_lowest_kcal_mol=51.93 energy_ev=-9903.35241 e_homo_ev=-6.78 total_charge=0
C -1.91691 -0.24978 0.17001 -0.181 0.050 0.058
C 1.18446 -0.12366 -0.53937 -3.780 0.508 3.351
C 0.62269 -0.65617 0.58851 -1.007 2.967 -2.294
N 0.86925 -1.61760 1.44447 0.777 -2.912 2.566
C -0.55898 0.34589 0.52720 0.132 -0.820 0.616
C 0.08012 2.01355 -1.39626 -0.101 -0.194 0.244
O 2.20089 -0.36391 -1.26622 3.876 -1.504 -2.156
C 0.21731 0.93853 -0.61752 0.157 0.735 -1.109
H 2.59545 -1.19375 -0.94867 0.141 0.409 -0.497
H 1.77462 -2.07691 1.49898 -0.387 0.327 -0.164
H 0.34038 -1.71699 2.30841 0.143 0.272 -0.621
H -0.64894 0.98737 1.41457 0.065 0.012 -0.097
H -2.67008 0.54177 0.09007 0.075 -0.113 0.007
H -1.89543 -0.78804 -0.78477 0.160 0.107 0.157
H -2.25088 -0.94897 0.94365 -0.019 0.070 -0.041
H 0.80901 2.21668 -2.17316 -0.120 0.053 0.047
H -0.75298 2.69199 -1.25989 0.069 0.033 -0.066


Entry 4:
93
Properties=species:S:1:pos:R:3:forces:R:3 method="wB97M-V/def2-TZVPD" e_above_lowest_kcal_mol=82.89 energy_ev=-157557.62694 e_homo_ev="-14.97 / -14.97" total_charge=+3
Sc 0.87561 0.67518 0.99996 -4.093 -0.789 -3.760
P 2.82560 -0.42778 1.34451 6.550 -3.296 0.867
P -0.26508 0.01423 2.92560 -3.138 -1.981 5.642
P 1.67743 2.67018 1.90590 2.159 4.894 2.213
H 0.32932 5.22815 -7.58433 0.102 0.067 -0.080
C 1.22099 5.78101 -7.30027 0.205 -0.203 0.107
C 2.43380 5.40724 -7.70064 -0.202 -0.001 0.195
H 2.58472 4.53307 -8.32879 -0.062 0.153 0.042
C 3.18461 -2.08382 0.60119 -0.388 0.047 -0.256
C 3.43230 -0.82686 3.04993 -0.393 0.180 0.078
C 4.30358 0.43966 0.65049 -0.259 0.374 -0.146
C -1.98253 0.63678 3.18985 0.114 0.344 -0.485
C -0.52696 -1.80136 3.17277 0.350 -0.095 -0.437
C 0.42852 0.38863 4.60179 0.368 0.257 -0.232
C 2.47425 3.78600 0.68443 -0.055 -0.326 -0.298
C 2.94265 2.71486 3.26257 -0.044 -0.551 -0.001
C 0.47844 3.84298 2.67682 -0.163 -0.395 -0.016
H 1.07001 6.65525 -6.67222 0.069 0.002 -0.138
H 3.32550 5.96018 -7.41662 -0.150 -0.028 -0.069
H 2.95539 -2.06435 -0.46668 0.055 -0.066 0.143
H 2.58278 -2.86043 1.07754 0.088 0.126 -0.094
H 4.24575 -2.32591 0.72944 -0.187 0.258 0.105
H 2.75405 -1.55252 3.50933 0.124 0.033 0.001
H 3.45366 0.06714 3.67429 0.083 -0.115 0.004
H 4.43737 -1.26240 3.01463 -0.220 0.114 -0.140
H 4.16062 0.51996 -0.43064 0.055 -0.033 0.136
H 5.22963 -0.10800 0.85994 -0.297 0.020 0.100
H 4.38511 1.45260 1.04783 0.103 -0.092 -0.056
H -2.44739 0.18604 4.07397 0.231 0.007 -0.163
H -2.59066 0.42457 2.30746 0.019 -0.031 0.259
H -1.94840 1.72374 3.30858 -0.054 -0.077 0.115
H -0.92282 -2.02116 4.17079 0.065 0.230 -0.168
H 0.42742 -2.32090 3.04432 -0.050 -0.012 0.126
H -1.22268 -2.18618 2.42369 0.046 0.068 0.272
H -0.21922 -0.01397 5.38871 0.010 0.027 -0.300
H 0.51713 1.46839 4.74113 -0.042 -0.079 0.051
H 1.42254 -0.05229 4.70072 -0.125 0.038 0.068
H 2.98796 4.61691 1.18087 -0.192 -0.182 0.025
H 1.70181 4.17491 0.01680 0.118 0.031 0.000
H 3.18685 3.21705 0.08181 -0.057 0.147 0.056
H 3.11458 3.75069 3.57465 -0.129 -0.152 -0.201
H 3.89421 2.28526 2.94342 -0.102 0.051 0.044
H 2.57841 2.14755 4.12366 0.114 0.128 -0.054
H 1.01979 4.60477 3.24840 -0.125 -0.108 -0.211
H -0.19639 3.30913 3.35086 0.010 0.151 0.006
H -0.11508 4.31041 1.88908 -0.024 0.120 0.106
C -0.63841 3.11433 -1.41475 -0.467 -0.530 1.134
C 0.42574 2.78568 -2.26448 0.899 -0.142 -0.782
C 0.64824 3.50904 -3.43698 0.298 -0.807 0.662
C -0.18393 4.57248 -3.78654 -0.256 0.045 0.261
C -1.24819 4.90551 -2.94315 -0.334 -0.019 0.602
C -1.47457 4.18775 -1.77172 -0.751 0.743 -0.433
Se -1.06150 2.19745 0.22175 -0.415 1.084 -2.402
H 1.69234 1.08508 -0.36861 1.356 0.256 -1.937
H 1.07471 1.95821 -1.98996 -0.055 0.187 -0.149
H 1.48134 3.23539 -4.08069 -0.175 0.046 0.113
H -0.00843 5.13418 -4.69973 0.009 -0.097 0.076
H -1.90752 5.73170 -3.19846 0.124 -0.159 0.082
H -2.30436 4.45516 -1.12228 0.074 -0.004 -0.169
C -4.32070 -3.98106 -3.26843 0.242 0.130 0.131
C -4.48129 -2.63038 -2.96316 0.404 0.084 0.408
C -3.50719 -1.96172 -2.21723 -0.212 -0.230 -0.339
C -2.35512 -2.63087 -1.76189 -0.056 0.440 -1.077
C -2.20213 -3.99405 -2.08545 -0.140 0.128 -0.198
C -3.17985 -4.65999 -2.83486 0.086 0.562 0.440
Sb -1.02446 -1.51725 -0.40210 -2.363 -1.403 -1.127
C -2.91808 -1.84179 0.69782 -0.719 -0.435 1.532
C -3.91935 -0.86231 0.81538 0.624 -0.345 0.012
C -5.09994 -1.12726 1.52436 0.396 -0.522 -0.082
C -5.30554 -2.38313 2.10178 0.311 0.184 -0.239
C -4.34147 -3.38216 1.95836 0.209 0.600 -0.332
C -3.16395 -3.11887 1.25140 -0.014 0.570 -0.093
C 0.33680 -3.15961 -0.54339 0.479 -0.651 0.737
C 0.46632 -4.09126 0.49573 0.289 0.011 -0.284
C 1.31675 -5.19206 0.34712 -0.143 0.294 -0.452
C 2.03051 -5.36583 -0.84265 -0.219 0.275 0.111
C 1.88997 -4.44823 -1.88610 -0.336 0.052 0.411
C 1.03853 -3.35034 -1.73981 -0.067 0.215 0.209
H -5.08293 -4.50632 -3.82928 0.039 0.029 -0.028
H -5.37227 -2.10719 -3.28619 0.074 0.042 0.006
H -3.66605 -0.92128 -1.96608 -0.017 0.044 -0.105
H -1.36820 -4.57496 -1.73405 0.264 0.004 0.003
H -3.06395 -5.71291 -3.05734 0.067 0.035 0.058
H -3.77409 0.11358 0.36847 -0.074 0.173 -0.049
H -5.85632 -0.36198 1.62656 0.021 0.071 -0.076
H -6.21453 -2.58869 2.65304 0.018 0.045 -0.048
H -4.50323 -4.35662 2.39556 0.046 -0.073 -0.021
H -2.42941 -3.90202 1.14821 0.067 -0.209 -0.042
H -0.08876 -3.97742 1.41267 -0.033 -0.013 0.169
H 1.41780 -5.90854 1.15111 -0.055 -0.022 -0.001
H 2.68811 -6.21888 -0.95713 -0.018 0.051 0.005
H 2.43386 -4.58812 -2.80985 -0.024 0.016 -0.037
H 0.91950 -2.64705 -2.55455 0.063 -0.008 -0.114